Molecular formula: C43H44ClF6NO4
Method: DFT, ωB97M-V with the def2-TZVPD basis set

- strongest force on any atom (eV Å⁻¹) = 0.40
- frontier orbital gap (eV) = 9.8
- SMILES string = CCCCNC(=O)O[C@@H](Cl)COO.Fc1ccccc1.Fc1ccccc1.Fc1ccccc1.Fc1ccccc1.Fc1ccccc1.Fc1ccccc1
- total charge = 0
- HOMO energy (eV) = -9.2
- calculated total energy (Eh) = -3079.93502

Last columns: bonded neighbours and bond lengths (Å).
Atoms and positions in Å:
1 Cl 9.309 2.902 6.315  C38 1.789
2 F -2.610 0.550 1.406  C55 1.352
3 F -5.422 2.861 -9.335  C16 1.350
4 F -6.195 -3.036 -0.214  C45 1.354
5 F 1.670 1.369 0.089  C13 1.351
6 F 6.233 -3.556 2.264  C21 1.353
7 F -2.639 2.835 -4.280  C46 1.352
8 O 8.175 3.548 1.571  O10 1.441, H93 0.967
9 O 8.278 1.431 4.399  C29 1.369, C38 1.407
10 O 7.981 4.141 2.870  O8 1.441, C39 1.417
11 O 6.594 1.047 5.834  C29 1.189
12 N 7.094 -0.541 4.230  C29 1.411, C48 1.481, H61 1.016
13 C 1.178 2.110 -0.928  F5 1.351, C44 1.380, C54 1.380
14 C -4.680 3.633 -7.243  C16 1.380, C50 1.388, H80 1.082
15 C -6.965 5.208 -7.071  C24 1.388, C32 1.388, H60 1.082
16 C -5.624 3.640 -8.251  F3 1.350, C14 1.380, C32 1.380
17 C 6.387 0.684 2.169  C48 1.520, C49 1.527, H63 1.093, H83 1.096
18 C 4.760 -4.085 4.013  C21 1.380, C23 1.388, H72 1.082
19 C -4.118 0.919 -1.608  C22 1.389, C25 1.386, H76 1.081
20 C -0.949 -2.649 1.569  C26 1.388, C36 1.388, H97 1.082
21 C 5.149 -4.240 2.698  F6 1.353, C18 1.380, C53 1.379
22 C -4.835 -0.024 -2.333  C19 1.389, C42 1.388, H59 1.083
23 C 3.643 -4.782 4.452  C18 1.388, C30 1.388, H81 1.082
24 C -6.032 5.223 -6.043  C15 1.388, C50 1.388, H58 1.082
25 C -3.379 1.892 -2.263  C19 1.386, C46 1.379, H89 1.082
26 C -1.155 -1.278 1.654  C20 1.388, C55 1.380, H79 1.082
27 C -3.212 -2.960 0.820  C33 1.386, C36 1.389, H99 1.080
28 C -8.058 -6.072 0.356  C31 1.388, C40 1.388, H85 1.082
29 C 7.253 0.685 4.913  O9 1.369, O11 1.189, N12 1.411
30 C 2.946 -5.612 3.584  C23 1.388, C51 1.388, H90 1.082
31 C -7.066 -5.215 -0.099  C28 1.388, C45 1.379, H62 1.082
32 C -6.766 4.413 -8.191  C15 1.388, C16 1.380, H78 1.081
33 C -3.436 -1.594 0.906  C27 1.386, C55 1.380, H57 1.081
34 C 0.401 2.259 -3.169  C44 1.387, C52 1.388, H64 1.082
35 C -4.082 0.979 -4.391  C42 1.389, C46 1.380, H73 1.082
36 C -1.973 -3.489 1.154  C20 1.388, C27 1.389, H65 1.082
37 C 4.144 1.794 1.847  C49 1.527, H69 1.091, H75 1.089, H94 1.094
38 C 8.339 2.773 4.818  Cl1 1.789, O9 1.407, C39 1.520, H82 1.088
39 C 8.980 3.613 3.725  O10 1.417, C38 1.520, H91 1.089, H96 1.089
40 C -9.115 -5.584 1.112  C28 1.388, C41 1.388, H87 1.082
41 C -9.183 -4.232 1.418  C40 1.388, C43 1.388, H56 1.082
42 C -4.819 0.012 -3.721  C22 1.388, C35 1.389, H88 1.082
43 C -8.197 -3.361 0.973  C41 1.388, C45 1.379, H77 1.081
44 C 0.921 1.493 -2.135  C13 1.380, C34 1.387, H95 1.081
45 C -7.162 -3.877 0.223  F4 1.354, C31 1.379, C43 1.379
46 C -3.376 1.897 -3.642  F7 1.352, C25 1.379, C35 1.380
47 C 0.424 4.205 -1.760  C52 1.388, C54 1.389, H74 1.082
48 C 7.175 -0.477 2.753  N12 1.481, C17 1.520, H68 1.090, H98 1.094
49 C 4.884 0.583 2.413  C17 1.527, C37 1.527, H70 1.092, H86 1.093
50 C -4.892 4.437 -6.132  C14 1.388, C24 1.388, H67 1.081
51 C 3.364 -5.744 2.267  C30 1.388, C53 1.388, H71 1.082
52 C 0.151 3.612 -2.984  C34 1.388, C47 1.388, H84 1.081
53 C 4.476 -5.051 1.809  C21 1.379, C51 1.388, H66 1.081
54 C 0.945 3.454 -0.715  C13 1.380, C47 1.389, H92 1.082
55 C -2.399 -0.783 1.321  F2 1.352, C26 1.380, C33 1.380
56 H -10.006 -3.848 2.005  C41 1.082
57 H -4.398 -1.168 0.657  C33 1.081
58 H -6.194 5.846 -5.173  C24 1.082
59 H -5.402 -0.789 -1.818  C22 1.083
60 H -7.856 5.818 -7.004  C15 1.082
61 H 7.819 -1.160 4.580  N12 1.016
62 H -6.235 -5.569 -0.694  C31 1.082
63 H 6.764 1.648 2.518  C17 1.093
64 H 0.175 1.792 -4.118  C34 1.082
65 H -1.804 -4.556 1.087  C36 1.082
66 H 4.819 -5.133 0.787  C53 1.081
67 H -4.161 4.443 -5.335  C50 1.081
68 H 6.703 -1.395 2.401  C48 1.090
69 H 4.192 1.811 0.757  C37 1.091
70 H 4.680 0.508 3.483  C49 1.092
71 H 2.823 -6.391 1.588  C51 1.082
72 H 5.317 -3.426 4.665  C18 1.082
73 H -4.052 1.024 -5.471  C35 1.082
74 H 0.222 5.258 -1.610  C47 1.082
75 H 3.093 1.778 2.129  C37 1.089
76 H -4.119 0.900 -0.528  C19 1.081
77 H -8.224 -2.304 1.202  C43 1.081
78 H -7.476 4.386 -9.006  C32 1.081
79 H -0.372 -0.602 1.969  C26 1.082
80 H -3.800 3.010 -7.333  C14 1.082
81 H 3.316 -4.671 5.477  C23 1.082
82 H 7.337 3.131 5.045  C38 1.088
83 H 6.560 0.668 1.087  C17 1.096
84 H -0.274 4.198 -3.787  C52 1.081
85 H -8.002 -7.126 0.118  C28 1.082
86 H 4.517 -0.324 1.926  C49 1.093
87 H -9.886 -6.258 1.462  C40 1.082
88 H -5.376 -0.721 -4.289  C42 1.082
89 H -2.798 2.627 -1.720  C25 1.082
90 H 2.077 -6.153 3.934  C30 1.082
91 H 9.503 4.452 4.182  C39 1.089
92 H 1.158 3.890 0.252  C54 1.082
93 H 7.254 3.430 1.300  O8 0.967
94 H 4.585 2.713 2.242  C37 1.094
95 H 1.119 0.436 -2.252  C44 1.081
96 H 9.678 3.011 3.145  C39 1.089
97 H 0.019 -3.057 1.830  C20 1.082
98 H 8.206 -0.481 2.389  C48 1.094
99 H -4.012 -3.607 0.490  C27 1.080